C27H72AsF6O27S9 as an isolated structure in a non-equilibrium geometry. Source: the Open Molecules 2025 dataset; level of theory: the ωB97M-V functional and the def2-TZVPD basis.

The value obtained for the LUMO energy is 1.80 eV. As for the net charge: -1. As for the HOMO energy: -8.62 eV.

Structure (XYZ):
```
142
Properties=species:S:1:pos:R:3:forces:R:3
H 18.01566 -2.01249 13.59060 0.202 -0.038 0.131
C 12.67917 -1.31809 12.73441 -1.001 1.599 2.765
O 15.87235 -7.80920 13.72953 0.268 0.313 -1.081
C 12.20747 -9.48900 6.29278 -0.364 -0.110 -1.061
H 16.02799 1.05576 13.52761 -0.283 -0.094 -0.243
H 11.97958 -7.46503 10.95486 0.027 -0.076 -0.027
H 14.43537 -5.81746 14.65492 0.084 0.188 -0.269
H 8.28793 -1.83614 13.24133 -0.080 -0.452 0.175
H 10.32764 -7.05302 10.45571 -0.084 -0.152 -0.106
O 14.19116 -8.02824 11.93295 0.818 1.157 0.193
C 11.14422 -9.38915 7.36334 1.193 -0.755 0.000
H 13.48417 -0.91991 12.11992 -0.147 0.312 0.168
F 10.07781 -2.93452 10.40824 1.303 -0.158 -0.887
C 14.17273 1.76784 10.32586 -0.651 0.125 -0.131
O 16.01414 -1.87595 12.36571 -1.345 -0.548 1.355
H 16.06162 -2.69735 9.13982 -0.486 -0.517 0.279
H 15.84897 -9.51434 9.41408 -0.068 0.014 0.187
F 10.81370 -4.92553 9.09685 0.110 0.062 0.077
S 10.45178 -8.14181 12.55753 0.249 -0.242 0.781
H 7.75282 -1.69855 7.49188 0.118 0.054 0.392
H 17.07347 -1.64667 9.93812 -0.228 0.607 0.378
H 11.57608 0.96489 5.10484 0.186 -0.105 0.012
O 17.75989 1.47778 11.32626 -0.881 0.610 0.167
C 14.54422 -5.92948 7.60728 -0.492 1.640 -0.440
C 9.83198 0.98665 10.03728 1.320 -0.473 -0.454
H 17.09865 -3.34424 11.44123 -0.248 -0.579 0.221
C 15.40797 -8.64685 15.95647 0.622 0.404 -0.617
C 15.28386 -8.88943 14.42461 -0.805 -1.090 2.713
O 11.14601 0.69675 12.00101 -0.138 0.794 1.504
S 8.69881 -8.51035 7.31556 0.767 0.565 -0.743
H 14.28142 2.80182 9.99583 0.358 -0.050 0.037
O 12.13966 0.87950 14.23895 -0.453 0.116 -0.564
H 8.22325 -7.01172 11.53626 -0.009 -0.275 -0.338
C 15.36155 -8.57021 9.18212 -0.035 -0.340 -1.009
O 9.37926 1.11834 7.35145 0.090 -0.004 -0.776
H 11.19905 -10.23718 8.04667 -0.051 0.161 0.179
C 11.11832 0.09243 5.56336 -0.619 0.534 0.879
H 6.54876 -5.03542 8.48215 -0.255 -0.564 -0.209
H 11.53562 -0.41498 10.42289 -0.571 0.008 -0.796
O 7.01724 -4.50628 12.62808 -0.718 0.513 -0.402
F 11.72565 -2.65627 8.55529 0.003 -0.637 0.440
C 16.09297 -2.93018 11.36086 0.811 1.280 -1.762
H 15.72510 -9.87212 14.25989 0.509 0.332 -0.861
H 13.43604 -0.09338 9.48671 0.307 -0.099 -0.041
O 17.09344 -7.36964 7.60820 -0.252 -0.364 -0.326
H 8.95009 1.39533 10.52191 -0.110 -0.327 0.111
H 8.42941 -4.77314 10.79178 -0.489 0.171 0.370
H 10.91399 -8.77531 10.32433 -0.108 0.043 -0.026
S 15.75160 -2.33308 13.89141 0.500 0.154 0.401
C 7.89871 -7.84519 12.16367 -0.422 1.487 0.932
C 8.18122 -2.19436 12.22203 -0.800 -0.375 0.299
H 13.22986 -9.30748 6.62725 -0.257 0.013 0.170
O 15.77874 -6.05694 11.99693 0.032 -0.785 -0.013
O 7.41463 -8.81531 6.75042 0.987 -0.338 0.040
H 11.94336 -8.75831 5.52248 0.317 0.251 0.104
H 7.76120 -6.30065 8.86847 0.305 0.136 0.121
C 15.95903 2.08229 13.17354 0.297 0.019 -0.324
C 15.02705 -4.89060 6.60215 0.498 0.028 -0.940
S 16.50267 2.17369 11.46873 0.249 -1.442 0.143
S 14.94809 -7.01909 12.65826 -1.147 -0.664 1.291
F 13.17137 -4.42934 9.68979 -0.393 0.257 -0.110
H 13.47998 -5.73626 7.74365 -0.078 -0.572 0.064
H 9.63064 0.49938 9.08260 -0.461 0.165 0.726
H 9.39962 -1.23370 7.99412 0.030 0.521 -0.356
H 14.98427 -5.82392 8.59818 0.340 -0.181 -0.134
H 10.47689 1.82332 9.75800 -0.025 0.108 0.138
H 6.84219 -8.93786 10.67617 -0.334 0.122 -0.087
O 15.13865 -3.63631 13.92797 0.119 0.758 -0.180
O 16.34791 3.51619 10.99495 -0.028 -0.096 0.004
O 15.43278 1.20001 10.73016 0.767 0.912 0.407
S 9.44339 0.60291 6.02038 -0.713 -1.448 -2.056
H 9.97366 -0.83501 11.14984 0.282 0.066 0.266
H 14.74816 -7.82529 16.23165 -0.020 -0.114 0.298
H 12.08000 -2.03789 12.18048 -0.055 0.959 2.221
C 13.85982 -6.16975 13.80435 0.006 -0.483 -0.668
H 13.49239 1.78625 11.18150 -0.034 -0.234 -0.012
H 6.49562 -9.41391 12.32615 -0.053 0.017 0.016
H 11.06434 -0.76890 4.90790 -0.116 0.154 -0.171
H 8.10782 -1.30086 11.60633 -0.256 -0.232 -0.285
C 13.65338 0.92752 9.16956 -0.103 -0.016 0.825
O 8.85034 -8.50369 8.74937 -0.094 0.186 -0.627
H 8.99517 -2.84400 11.90489 -0.101 0.433 0.508
H 15.59458 -7.80657 9.91510 0.297 0.159 -0.299
H 11.58771 -0.18054 6.50817 0.252 0.004 -0.111
H 12.18046 -10.43327 5.74523 -0.011 -0.186 0.332
C 7.79728 -4.38355 9.98896 1.689 -1.535 -0.632
S 11.50913 -0.06615 13.36085 1.084 -1.875 -0.884
H 10.19370 -6.74243 7.17373 0.113 0.406 -0.306
C 10.95862 -7.83700 10.86659 0.056 0.192 0.889
H 13.42704 -5.35992 13.21852 -0.143 0.046 0.273
C 9.31906 -6.95949 6.56435 -0.892 -0.823 1.464
O 10.37991 -0.84371 13.81939 0.192 0.853 -0.113
H 13.09829 -6.87744 14.12806 -0.084 0.005 -0.147
As 11.62986 -3.67601 9.99106 0.188 0.487 0.468
H 7.64518 -7.35453 13.10760 0.331 -0.129 0.127
O 8.98249 -8.76904 12.38489 0.651 -0.221 -0.175
O 8.87273 1.36480 4.94075 0.359 -0.591 0.582
H 15.29190 -1.37273 10.01500 0.004 0.078 0.160
H 8.82770 -3.52339 6.03457 -0.522 0.129 0.250
F 11.49688 -4.56391 11.49309 0.131 0.202 -0.656
H 14.94895 2.48343 13.21810 -0.042 -0.131 0.106
O 9.86115 -9.46313 6.70788 -1.143 0.350 0.338
H 15.21916 -9.54257 16.54706 -0.508 -0.046 -0.227
O 11.29022 -9.17242 13.13626 -0.880 0.544 -0.773
H 15.31392 -3.68358 11.37250 -0.126 0.164 0.599
H 13.07441 -1.73104 13.65725 0.051 -0.096 0.005
H 16.63373 2.67524 13.78900 0.012 0.226 -0.238
C 10.62141 -0.01294 10.85736 -0.110 0.352 0.504
H 6.40863 -6.02226 9.96515 -0.078 -0.036 -0.113
O 8.74068 -0.90935 5.93371 1.082 2.319 0.915
H 14.57835 -4.99314 5.60747 -0.439 -0.573 0.245
H 8.51278 -6.25621 6.76372 0.219 0.286 -0.158
O 15.88585 -9.33834 6.66543 -0.388 0.469 0.153
H 14.27964 -8.68177 9.14324 0.028 -0.238 0.044
H 5.77273 -7.93110 11.74215 0.168 0.258 -0.166
H 17.71827 -3.55056 14.44422 -0.077 -0.018 -0.032
S 15.90354 -8.17127 7.49516 0.255 1.009 1.666
O 15.14820 -1.24000 14.61871 0.646 -0.587 -0.914
H 14.42164 0.93841 8.39942 -0.295 -0.083 -0.313
O 5.53652 -2.49616 12.30946 0.450 -0.803 -0.715
O 10.33456 -6.90345 13.28459 0.041 -0.361 -0.582
C 6.66549 -8.54814 11.68068 0.557 -1.116 -0.296
H 9.46286 -3.71346 7.67900 0.369 0.246 0.022
H 9.51077 -7.09235 5.50670 -0.006 -0.149 0.031
C 16.08935 -2.10515 10.05766 0.745 -0.616 -0.363
H 16.08499 -5.01975 6.36443 0.142 0.242 0.495
C 9.36158 -3.02609 6.84989 -0.022 0.958 -1.429
H 8.55934 -3.90972 9.36844 -0.797 0.128 -0.212
F 12.45732 -2.36466 10.84282 0.132 -2.479 -4.338
S 6.73018 -3.23857 11.99435 1.269 1.208 1.425
H 17.68464 -1.99648 15.32964 -0.342 -0.003 0.061
C 8.79811 -1.64098 7.18386 -1.283 -1.910 0.034
H 10.28236 -2.72252 6.34492 0.605 -0.813 0.534
C 17.46039 -2.49618 14.39160 0.182 0.065 -0.238
H 11.36476 -8.47042 7.90967 -0.762 0.099 0.105
H 14.21300 -9.03506 14.27542 0.029 0.366 -0.742
H 14.78470 -3.85150 6.82714 0.229 -0.104 0.697
H 16.43032 -8.37904 16.23346 0.024 0.215 -0.218
O 14.70237 -7.22543 7.03917 0.024 -1.191 -0.493
H 12.68563 1.32456 8.86006 0.183 0.215 -0.366
C 7.10423 -5.54243 9.27601 -0.639 1.292 0.234
O 6.86390 -3.39963 10.41592 -0.811 -0.171 0.141
```
Forces are in eV/Å.

Here are the Löwdin charges for atoms 1 to 5, given in e:
1 H 0.07
2 C -0.11
3 O -0.25
4 C -0.05
5 H 0.05


A 2-piece molecular cluster, C6H9O2 overall in a non-equilibrium geometry. Source: the Open Molecules 2025 dataset; level of theory: the ωB97M-V functional and the def2-TZVPD basis.

The value obtained for the LUMO energy is 3.67 eV. As for the net charge: -1. As for the HOMO energy: -3.94 eV.

Structure (XYZ):
```
17
Properties=species:S:1:pos:R:3:forces:R:3
C 0.24200 1.34904 -3.21125 0.949 0.655 1.193
H -1.41103 -0.01388 0.17288 -1.352 0.609 1.151
C 0.29987 -1.13356 -0.22674 3.189 0.150 -1.905
O -0.36916 0.56856 -3.93003 -0.716 -1.077 -1.060
C 1.06216 1.06803 1.11870 0.006 -1.684 -0.364
O -0.16674 2.37607 -2.62672 0.324 -0.001 -0.030
H 0.37423 1.77632 1.43976 -0.482 1.452 0.519
H 3.06930 0.74755 0.48252 0.908 -0.596 0.486
C 1.09325 -0.07298 0.53317 -1.966 -1.755 -1.093
H -0.88274 0.02401 -1.53842 -0.950 -0.848 1.247
C -1.09071 -0.61912 -0.61523 2.724 -0.718 -2.454
C 2.36672 0.26354 1.15762 -0.404 2.577 -1.862
H 0.38339 -2.12983 0.27624 -0.385 0.850 -0.019
H 1.33994 1.03378 -2.99660 -0.481 0.420 -0.095
H -1.59226 -1.54838 -0.87661 -1.034 0.555 0.050
H 2.62062 -0.12938 2.07353 1.194 -1.085 1.832
H 0.94264 -1.33609 -1.25944 -1.524 0.497 2.404
```
Forces are in eV/Å.

Here are the Löwdin charges for atoms 1 to 5, given in e:
1 C -0.76
2 H 0.04
3 C -0.22
4 O -0.13
5 C 0.01


A 2-piece molecular cluster, C4H10O overall. Source: the Open Molecules 2025 dataset; level of theory: the ωB97M-V functional and the def2-TZVPD basis.

The value obtained for the LUMO energy is 0.91 eV. As for the HOMO energy: -8.91 eV. Its SMILES is C=C(C)O.C.

Structure (XYZ):
```
15
Properties=species:S:1:pos:R:3:forces:R:3
O -0.39610 -1.28784 0.75334 0.022 0.122 0.189
H -0.84183 1.29008 1.35042 -0.038 -0.093 -0.131
H -2.33799 -1.66347 -1.08207 0.112 0.085 -0.004
C -1.22212 0.92081 0.40040 0.019 -0.107 -0.001
H -1.93303 -0.15020 -1.92967 0.032 -0.117 0.120
C -1.54645 -0.93032 -1.27059 -0.009 0.018 -0.040
C 2.36928 0.57113 0.44223 0.033 0.004 -0.007
H -0.03832 -0.86500 1.54601 -0.058 -0.118 -0.097
H -1.74647 1.62481 -0.23470 0.069 -0.141 0.061
C -1.05599 -0.34661 0.01802 -0.175 0.232 -0.159
H 3.24233 -0.05314 0.24170 -0.094 0.089 0.033
H 1.52930 0.23836 -0.16851 0.157 0.060 0.085
H 2.59762 1.61270 0.20655 -0.012 -0.135 0.042
H -0.72728 -1.45354 -1.77498 -0.104 0.080 0.060
H 2.10703 0.49223 1.50184 0.046 0.022 -0.152
```
Forces are in eV/Å.

Here are the Löwdin charges for atoms 1 to 5, given in e:
1 O 0.02
2 H 0.06
3 H 0.09
4 C 0.03
5 H 0.08


C27H31Cl3N4O4P2SbSe4W as an isolated structure in a non-equilibrium geometry. Source: the Open Molecules 2025 dataset; level of theory: the ωB97M-V functional and the def2-TZVPD basis.

The value obtained for the LUMO energy (spin up / spin down) is 1.49 / 1.43 eV. As for the net charge: -1. Its multiplicity is 3. As for the HOMO energy (spin up / spin down): -4.01 / -3.89 eV.

Structure (XYZ):
```
77
Properties=species:S:1:pos:R:3:forces:R:3
H -2.61457 -1.40667 -4.95201 -0.016 0.011 0.015
H 1.67250 5.24964 -0.00170 0.016 0.006 -0.005
C 1.77010 3.64845 2.08834 -0.001 -0.060 0.034
P -0.12292 -1.75428 0.49025 0.358 0.036 -0.143
C 0.13485 1.68132 5.32744 -0.011 0.000 0.094
H -1.20267 2.91437 -0.79684 -0.002 -0.033 -0.020
H 0.02975 1.66924 7.45384 -0.003 0.014 0.004
C -1.10302 2.32837 0.11568 0.021 0.097 -0.044
H -2.59386 -0.31098 1.50516 -0.001 -0.004 0.004
C 0.31065 0.76234 1.86807 0.032 -0.018 0.024
H 0.62412 -3.40419 2.09424 -0.023 0.000 -0.007
Cl -0.00537 4.77015 -5.68250 -0.012 -0.011 -0.002
C -1.28114 -1.44035 -3.29650 0.236 -0.110 -0.067
H 0.22494 -4.65532 -4.66188 -0.015 -0.019 -0.002
C 1.62347 3.21239 0.62823 0.063 -0.032 -0.084
H 0.03127 4.68415 0.30027 -0.001 0.017 0.014
C 0.99643 4.39858 -0.11885 -0.028 0.029 0.063
C -1.33246 -3.16184 -4.92744 0.024 -0.046 0.002
H -3.35028 -3.11328 1.96832 -0.007 -0.029 -0.009
W 1.18627 -0.63329 -1.56171 -1.502 -0.649 1.782
C -1.96029 -2.20585 0.62080 0.005 0.021 -0.063
C 1.50768 -3.56222 -2.43897 -0.037 0.141 0.141
H 0.26574 2.75065 5.22543 -0.017 0.011 0.010
H 0.16574 -4.14880 0.54199 0.013 0.004 -0.018
H -2.63713 -0.33289 -0.26756 -0.004 -0.022 -0.006
C 0.11850 0.89788 4.15765 -0.008 -0.096 -0.060
N -0.31071 -2.07259 -2.63083 0.740 0.698 -1.072
H 2.99249 2.88710 -1.02450 -0.014 -0.015 0.077
H 2.35843 4.57096 2.07435 0.037 0.001 0.002
C 0.16357 3.04828 -3.70782 0.104 -0.074 0.169
C -0.16253 -1.09921 5.51597 0.004 0.012 0.086
Sb 3.71055 0.14037 -1.86195 0.017 -0.835 -0.046
N 0.27175 1.49275 2.94054 -0.119 0.028 -0.005
N -0.07874 -1.24788 3.12040 -0.007 -0.013 -0.001
C 0.67752 -3.30678 1.01144 -0.026 -0.040 -0.109
O 1.99702 -2.58481 -1.73845 -0.090 0.131 -0.085
C 0.06989 -0.66498 1.96687 0.140 -0.010 0.071
H 2.30306 2.91377 2.68934 0.011 -0.001 -0.005
H -3.86087 -1.20160 0.66041 -0.013 0.000 0.006
Se 5.62008 1.56491 -1.73406 0.111 0.344 -0.165
H -1.88588 -2.55723 2.79388 -0.023 0.026 -0.005
C -0.26304 -3.76809 -4.28550 -0.114 -0.047 0.090
N 0.88222 2.76808 -2.85987 -0.040 0.151 -0.129
C -2.26324 -3.01918 1.88664 0.021 -0.009 0.008
C 3.01987 2.97795 0.06334 0.006 0.044 -0.103
C -2.38658 -3.07042 -0.57204 -0.011 0.010 -0.012
H -1.80659 1.50487 0.05589 -0.002 0.010 0.003
C 0.23813 -3.16425 -3.14669 -0.121 0.062 0.260
Se 2.81443 -0.72099 0.50534 0.265 0.102 -0.071
C 0.00827 1.07513 6.54955 0.013 0.089 -0.054
H 0.81658 3.85186 2.56888 0.004 0.028 -0.019
H -1.73161 -3.59018 -5.83780 0.010 0.001 -0.017
C -0.14347 -0.32265 6.64421 -0.002 -0.091 -0.033
H -2.50527 -2.48965 -1.48177 -0.006 -0.007 0.026
H 3.49078 2.08923 0.48127 -0.017 0.048 0.018
C -1.54359 -0.05987 -2.76241 -0.093 -0.146 0.195
O 1.94863 -4.68814 -2.52720 0.088 -0.045 -0.040
H 1.71195 -3.28914 0.67512 -0.026 -0.003 0.025
C -0.02892 -0.49142 4.25321 0.016 0.077 -0.073
Cl -0.95726 2.03635 -5.87142 -0.011 0.047 0.024
C -2.80204 -0.93011 0.62887 0.006 0.038 0.021
H -1.68877 -3.88642 -0.77204 0.000 0.003 0.000
H -1.33347 2.94565 0.98592 0.032 0.004 0.003
H -1.84859 -4.02569 1.82006 0.020 -0.003 0.007
P 0.59643 1.64570 0.23991 -0.043 -0.370 -0.105
H -0.28080 -2.17419 5.55845 0.015 -0.008 0.009
Se 5.20964 -1.67852 -2.64706 -0.054 0.014 0.001
H 0.88205 4.21370 -1.18124 -0.013 -0.010 -0.003
H -3.35719 -3.51720 -0.33931 -0.009 -0.008 0.001
H 3.65853 3.83369 0.29926 0.004 0.023 -0.035
Cl -2.28477 3.92446 -4.09726 0.010 -0.024 -0.020
C -1.84285 -1.96442 -4.44127 -0.071 -0.075 0.151
O -2.46008 0.62883 -3.16566 0.065 -0.021 0.063
Se 1.62605 -0.23152 -4.00907 0.213 0.263 -0.059
H -0.24171 -0.78150 7.61955 -0.005 -0.009 0.001
O -0.72099 0.23569 -1.80197 0.003 0.374 -0.534
C -0.73665 3.41171 -4.79121 -0.105 -0.019 -0.170
```
Forces are in eV/Å.

Here are the Löwdin charges for atoms 1 to 5, given in e:
1 H 0.12
2 H 0.09
3 C -0.11
4 P 0.95
5 C -0.01


Energy relative to the best compared isomer or geometry (same formula, charge and spin) per entry: 225.5 317.0 74.7 119.5 kJ/mol
Electronic energy per entry: -259111.1466 -10460.7320 -6357.0286 -368550.1869 eV